Molecular formula: C31H89N13O10
Method: DFT, ωB97M-V/def2-TZVPD

Last column: Mulliken charge in e.
Atoms and positions in Å:
C: 0.727 -1.812 -5.011  -0.27
O: -0.282 -2.301 -5.864  -0.42
C: -1.575 -2.046 -5.298  -0.14
C: -2.680 -2.837 -6.019  0.05
C: -4.027 -2.489 -5.367  -1.34
N: -2.396 -4.265 -5.764  -0.73
H: 0.744 -2.290 -4.025  -0.13
H: 0.779 -0.732 -4.837  0.29
H: 1.650 -2.097 -5.517  0.34
H: -1.594 -2.331 -4.240  -0.28
H: -1.640 -0.956 -5.390  0.52
H: -2.612 -2.705 -7.100  0.41
H: -4.215 -1.415 -5.306  0.37
H: -4.005 -2.825 -4.328  0.30
H: -4.833 -2.921 -5.956  0.33
H: -1.383 -4.353 -5.766  0.31
H: -2.673 -4.358 -4.789  0.31
C: 0.120 -5.948 -3.060  -0.80
O: 0.711 -4.714 -2.698  -0.21
C: 1.480 -4.775 -1.504  -0.40
C: 2.938 -4.975 -1.880  0.66
C: 3.929 -5.242 -0.778  -1.46
N: 3.311 -3.824 -2.735  -0.78
H: 0.745 -6.830 -2.902  0.36
H: -0.225 -5.884 -4.089  0.20
H: -0.778 -6.145 -2.462  0.33
H: 1.266 -3.874 -0.922  -0.23
H: 1.143 -5.638 -0.914  0.52
H: 2.969 -5.815 -2.584  0.24
H: 3.707 -6.007 -0.033  0.37
H: 4.152 -4.274 -0.320  0.25
H: 4.897 -5.623 -1.114  0.36
H: 3.129 -3.005 -2.145  0.28
H: 2.526 -3.679 -3.367  0.33
C: -6.597 -0.552 -0.609  -0.88
O: -5.599 0.409 -0.857  -0.11
C: -5.817 1.664 -0.222  -1.42
C: -4.514 2.382 0.057  1.09
C: -3.643 1.661 1.111  -0.31
N: -4.782 3.691 0.635  -0.74
H: -6.624 -1.029 0.376  0.33
H: -6.366 -1.334 -1.336  0.21
H: -7.611 -0.213 -0.839  0.35
H: -6.369 2.364 -0.862  0.36
H: -6.482 1.533 0.637  0.46
H: -3.943 2.590 -0.850  0.09
H: -2.591 1.947 1.015  -0.71
H: -3.587 0.563 1.093  0.33
H: -3.856 1.801 2.175  0.35
H: -3.933 4.196 0.835  0.27
H: -5.325 3.581 1.482  0.31
C: 3.212 2.329 -0.274  0.00
O: 3.584 1.681 -1.467  -0.52
C: 2.625 1.887 -2.506  -0.37
C: 2.581 3.357 -2.981  0.86
C: 1.581 3.568 -4.121  -0.83
N: 3.984 3.755 -3.267  -0.81
H: 2.285 1.919 0.141  -0.22
H: 3.122 3.417 -0.290  0.33
H: 3.993 2.065 0.440  0.22
H: 3.036 1.337 -3.354  0.48
H: 1.624 1.597 -2.175  -0.09
H: 2.246 4.065 -2.213  -0.04
H: 0.654 3.558 -3.545  -0.07
H: 1.729 2.711 -4.784  0.29
H: 1.694 4.487 -4.688  0.34
H: 4.554 2.996 -2.910  0.30
H: 4.257 4.546 -2.700  0.28
C: -2.447 -0.869 -1.425  -0.37
O: -1.364 -0.175 -0.827  0.28
C: -0.369 -1.069 -0.380  -1.06
C: 0.503 -0.327 0.622  2.75
C: 1.624 -1.177 1.207  -1.15
N: -0.312 0.133 1.775  0.83
H: -2.932 -1.543 -0.711  0.38
H: -2.020 -1.469 -2.235  -0.19
H: -3.156 -0.119 -1.762  0.16
H: -0.753 -1.949 0.157  0.26
H: 0.258 -1.466 -1.187  0.13
H: 0.918 0.514 0.065  -2.24
H: 2.109 -0.750 2.083  -0.21
H: 2.436 -1.445 0.522  0.48
H: 1.314 -2.209 1.422  0.37
H: -1.049 0.762 1.475  -0.71
H: -0.783 -0.721 2.068  0.31
C: -3.965 -1.643 5.243  -0.69
O: -2.841 -1.004 5.802  -0.42
C: -1.799 -0.778 4.859  -0.09
C: -0.972 0.427 5.318  0.33
C: -1.702 1.755 5.235  -1.42
N: 0.326 0.456 4.641  -0.26
H: -4.465 -1.099 4.438  0.24
H: -4.661 -1.862 6.052  0.29
H: -3.728 -2.649 4.874  0.32
H: -1.188 -1.675 4.714  0.44
H: -2.313 -0.488 3.933  -0.10
H: -0.698 0.268 6.366  0.36
H: -1.970 2.014 4.206  0.08
H: -1.050 2.517 5.660  0.35
H: -2.652 1.773 5.769  0.41
H: 0.203 0.312 3.622  0.01
H: 0.689 -0.476 4.853  0.25
C: -0.618 3.438 -0.316  -0.59
O: -0.787 4.187 -1.513  -0.22
C: -0.831 5.569 -1.263  -0.77
C: -1.499 6.259 -2.502  0.20
C: -2.967 5.870 -2.611  -1.31
N: -0.800 6.018 -3.750  -0.71
H: 0.271 3.798 0.216  0.45
H: -0.422 2.410 -0.617  0.11
H: -1.471 3.558 0.357  0.01
H: -1.464 5.802 -0.397  0.43
H: 0.175 5.969 -1.090  0.35
H: -1.466 7.334 -2.302  0.41
H: -3.527 6.186 -3.487  0.40
H: -3.465 6.365 -1.769  0.40
H: -3.125 4.809 -2.406  0.07
H: 0.177 6.246 -3.600  0.31
H: -0.850 5.024 -3.949  0.32
N: 1.740 3.062 3.257  -0.20
C: 3.089 2.890 3.245  0.61
N: 3.435 1.606 3.491  -0.05
O: 3.902 3.811 3.122  -0.72
H: 1.315 3.966 3.221  0.18
H: 1.228 2.211 3.415  -0.01
H: 2.727 0.901 3.583  0.05
H: 4.357 1.248 3.322  0.08
N: 2.863 -2.988 4.442  -0.06
C: 3.381 -3.854 5.364  0.64
N: 2.566 -4.946 5.542  -0.39
O: 4.409 -3.648 5.993  -0.75
H: 3.406 -2.176 4.169  0.01
H: 1.892 -3.015 4.204  0.18
H: 2.917 -5.771 5.990  0.22
H: 1.659 -4.934 5.126  0.14
N: 6.251 -1.646 5.277  -0.31
C: 5.959 -0.770 4.287  0.59
N: 7.001 0.026 3.934  -0.42
O: 4.880 -0.779 3.681  -0.60
H: 5.461 -2.197 5.604  0.22
H: 7.135 -1.793 5.719  0.15
H: 6.921 0.484 3.043  0.25
H: 7.854 -0.045 4.449  0.15

Results
SMILES string = COC[C@H](C)N.COC[C@H](C)N.COC[C@H](C)N.COC[C@H](C)N.COC[C@H](C)N.COC[C@H](C)N.COC[C@H](C)N.NC(N)=O.NC(N)=O.NC(N)=O
lowest unoccupied orbital energy = -0.11 eV
maximum force = 2.5 eV/A
gap between HOMO and LUMO = 8.90 eV
HOMO level = -9.01 eV